# 1
# C26H55N2O26

A 10-piece molecular cluster, C26H55N2O26 overall (ωB97M-V/def2-TZVPD, OMol25).

The value obtained for the energy is -3089.08415 Ha. The calculation puts the largest force on an atom at 5.513 eV Å⁻¹. The HOMO energy comes out at -0.08562 Eh. Its energy relative to the best compared isomer or geometry (same formula, charge and spin) is 24.6 kcal/mol. Its net charge is -1.

Element x y z (Å)
C: 8.4526 -18.5923 -21.2705
C: 8.5315 -17.0562 -21.2125
C: 9.9720 -16.5948 -21.6010
O: 7.5797 -16.4745 -21.9954
H: 9.0470 -19.0080 -20.4569
H: 8.8835 -18.8777 -22.2301
H: 7.4326 -18.9491 -21.1274
H: 8.4368 -16.7518 -20.1702
H: 10.0962 -15.5199 -21.4696
H: 10.2393 -16.9154 -22.6078
H: 10.7450 -16.9844 -20.9385
C: 16.5026 -16.6227 -18.1534
O: 17.2309 -17.7711 -17.7434
C: 17.3732 -18.8105 -18.5955
O: 16.7996 -18.8910 -19.7480
O: 18.1825 -19.7461 -18.0883
C: 18.7573 -20.7173 -18.9039
H: 17.1713 -15.9468 -18.6863
H: 15.9611 -16.1764 -17.3193
H: 15.6839 -16.9417 -18.7984
H: 19.6385 -20.5296 -19.5175
H: 18.0844 -21.2859 -19.5458
H: 19.1550 -21.5037 -18.2625
C: 8.1264 -7.4001 -22.0494
O: 8.8841 -8.0699 -21.1061
C: 8.5750 -9.2961 -20.6326
O: 7.5701 -9.9504 -20.9960
O: 9.3844 -9.6080 -19.6328
C: 9.1198 -10.7738 -18.8782
H: 8.7715 -7.0266 -22.8447
H: 7.4846 -6.5990 -21.6827
H: 7.3877 -8.0493 -22.5196
H: 9.9412 -11.3998 -19.2266
H: 8.1583 -11.2202 -19.1318
H: 9.1764 -10.6220 -17.8003
C: 12.8505 -23.8943 -17.8925
O: 14.1889 -24.3172 -17.5280
C: 14.6802 -25.5037 -17.8817
O: 14.0565 -26.3933 -18.4899
O: 15.9460 -25.5029 -17.5232
C: 16.8672 -26.5172 -17.9849
H: 12.7716 -23.5020 -18.9064
H: 12.5693 -23.0920 -17.2103
H: 12.0404 -24.6214 -17.8351
H: 17.0173 -26.2792 -19.0379
H: 16.4694 -27.5226 -17.8466
H: 17.7302 -26.4383 -17.3238
C: 7.4298 -16.6476 -14.1490
O: 8.6219 -17.4336 -14.0437
C: 8.7572 -18.2640 -13.0224
O: 7.9321 -18.5102 -12.1235
O: 9.9039 -18.9862 -13.2057
C: 10.3215 -19.8767 -12.2777
H: 6.5575 -17.2419 -14.4211
H: 7.5103 -15.7902 -14.8172
H: 7.0854 -16.3600 -13.1556
H: 10.3385 -19.3414 -11.3283
H: 11.2751 -20.3294 -12.5491
H: 9.6348 -20.7228 -12.2503
C: 5.5289 -8.5209 -27.8388
O: 6.8006 -9.1886 -27.8770
C: 6.9979 -10.2388 -27.0563
O: 6.1451 -10.8853 -26.3701
O: 8.3126 -10.4672 -27.1158
C: 8.8441 -11.4298 -26.2610
H: 5.4856 -8.1059 -26.8319
H: 4.6563 -9.1626 -27.9606
H: 5.6290 -7.6885 -28.5354
H: 8.1575 -12.1866 -25.8816
H: 9.4438 -10.9972 -25.4602
H: 9.6108 -11.9986 -26.7871
C: 0.4391 -20.0615 -23.5367
O: 0.7344 -20.2035 -22.1378
C: 1.2808 -19.1937 -21.3806
O: 1.3624 -18.0092 -21.7444
O: 1.7410 -19.7047 -20.1873
C: 2.2342 -18.7427 -19.2549
H: 1.2271 -19.4699 -24.0027
H: -0.5266 -19.5621 -23.6158
H: 0.4405 -21.1051 -23.8512
H: 2.4221 -19.2919 -18.3324
H: 1.5928 -17.8707 -19.1274
H: 3.1756 -18.2771 -19.5466
C: 4.4953 -16.9842 -28.0246
O: 3.5475 -16.7253 -29.0769
C: 2.5447 -15.8518 -28.8848
O: 2.2035 -15.4241 -27.7518
O: 1.8325 -15.7020 -30.0243
C: 2.1764 -16.1104 -31.3487
H: 4.0545 -17.3998 -27.1184
H: 5.0034 -16.0549 -27.7673
H: 5.2428 -17.6834 -28.3994
H: 1.2920 -16.2653 -31.9668
H: 2.5088 -17.1479 -31.3843
H: 2.9249 -15.4378 -31.7676
C: 5.3045 -25.6589 -22.1568
N: 6.1688 -26.5969 -22.9391
O: 7.4124 -26.4896 -22.8827
O: 5.5834 -27.3934 -23.6452
H: 5.9984 -24.8185 -22.1715
H: 5.1704 -26.0193 -21.1369
H: 4.3484 -25.3486 -22.5784
C: 14.0470 -23.1929 -23.8118
N: 14.1999 -23.9778 -25.0696
O: 14.4216 -25.1231 -24.8331
O: 13.9275 -23.4548 -26.1361
H: 14.1047 -23.8749 -22.9635
H: 13.1000 -22.6607 -23.9018
H: 14.9095 -22.5264 -23.8185

Cartesian forces (eV/Å) of the 6 atoms listed first:
0.515 0.351 0.419
-0.638 0.768 -1.557
0.137 -0.233 0.517
0.492 -0.247 0.256
0.359 -0.361 0.112
-0.256 -0.405 -0.120

# 2
# C14H26N4O11P2SSb2W

C14H26N4O11P2SSb2W as an isolated structure (ωB97M-V/def2-TZVPD, OMol25).

The value obtained for the energy is -3224.60278 Ha. The calculation puts the largest force on an atom at 1.417 eV Å⁻¹. The HOMO energy (alpha / beta) comes out at -0.30111 / -0.32967 Eh. As for the spin multiplicity: 3. Its energy relative to the best compared isomer or geometry (same formula, charge and spin) is 0.0 kcal/mol. Its net charge is 0.

Element x y z (Å)
W: -0.2087 -0.7038 1.2099
O: 0.6745 -2.3563 4.0199
S: 0.4008 -0.9407 3.8972
O: 0.5514 -0.1543 5.0766
O: -0.9602 -0.7139 3.1982
O: 1.2291 -0.3648 2.7133
O: -3.1753 -2.7834 -0.2325
P: -2.9005 -2.2599 1.2561
O: -4.0322 -2.3429 2.1653
O: -2.2191 -0.8936 0.9510
O: -1.6578 -3.1431 1.7876
P: -0.3701 -3.8400 1.1176
O: 0.1750 -4.7180 2.3170
O: -0.6554 -4.5895 -0.1060
O: 0.6198 -2.6417 1.0193
H: -3.6115 -3.6440 -0.2509
H: 0.2966 -4.1352 3.0947
C: -2.5437 2.8181 0.7973
Sb: -0.6235 2.0555 1.2461
C: -0.0069 3.0029 3.0268
C: 0.6451 2.9503 -0.2470
C: -0.0355 3.1630 -1.5687
C: -0.6647 4.3926 -1.7803
C: -1.3430 4.6809 -2.9516
C: -1.3937 3.7252 -3.9550
C: -0.7546 2.5126 -3.7674
C: -0.0706 2.2029 -2.5887
C: 0.6169 0.8685 -2.5124
Sb: -0.5007 -0.7566 -1.6282
C: 0.3565 -2.3932 -2.6645
C: -2.3848 -0.4268 -2.5207
H: -2.5040 3.3728 -0.1365
H: -2.8955 3.4661 1.5979
H: -3.2160 1.9683 0.6951
H: 0.1327 4.0699 2.8629
H: 0.9276 2.5364 3.3331
H: -0.7505 2.8292 3.8016
H: 1.5270 2.3113 -0.3115
H: 0.9792 3.9051 0.1605
H: -0.6147 5.1422 -0.9981
H: -1.8186 5.6442 -3.0808
H: -1.9133 3.9262 -4.8827
H: -0.7736 1.7749 -4.5622
H: 1.5739 0.9086 -1.9920
H: 0.8182 0.5319 -3.5313
H: -0.1698 -2.5570 -3.6034
H: 0.2966 -3.2802 -2.0356
H: 1.3987 -2.1541 -2.8733
H: -2.4260 -0.8871 -3.5066
H: -2.5321 0.6477 -2.6167
H: -3.1557 -0.8475 -1.8797
N: 5.5609 -2.5450 1.2236
C: 4.2630 -2.2270 1.1210
N: 3.3537 -2.9863 1.7135
N: 3.9804 -1.1322 0.4026
C: 2.7638 -0.7347 0.3585
N: 1.6707 -0.3379 0.2963
H: 5.8663 -3.3817 1.6842
H: 6.2257 -1.9874 0.7190
H: 3.6234 -3.7626 2.2922
H: 2.3546 -2.7847 1.6284

Cartesian forces (eV/Å) of the 6 atoms listed first:
0.223 1.346 0.382
0.015 -0.087 0.079
-0.199 0.182 -0.231
-0.030 0.060 -0.070
0.252 -0.445 -0.128
0.119 -0.407 0.176

# 3
# C6H8N2O4

One molecule with the formula C6H8N2O4 (ωB97M-V/def2-TZVPD, OMol25).

The value obtained for the energy is -643.83176 Ha. As for the SMILES: N[C@H](Cc1co[nH]c1=O)C(=O)O. The calculation puts the largest force on an atom at 4.107 eV Å⁻¹. The HOMO energy comes out at -0.33466 Eh. Its energy relative to the best compared isomer or geometry (same formula, charge and spin) is 89.2 kcal/mol. Its net charge is 0.

Element x y z (Å)
C: -0.5482 1.0996 0.1782
C: 0.8584 0.5304 0.7346
C: 0.7582 -0.8903 0.2356
C: 1.1918 -1.4566 -0.9062
C: -0.1630 -1.8844 0.8307
C: -0.3100 2.2501 -0.8275
H: -1.7828 2.4056 1.3817
H: -1.6085 0.8360 1.9217
H: -1.1232 0.4447 -0.5428
H: 1.5938 1.0719 0.2474
H: 0.9975 0.6415 1.8147
H: 1.8835 -1.0454 -1.7149
H: -0.6199 -3.7949 -0.0129
H: 1.0069 3.6086 -1.1246
N: -1.2629 1.5428 1.3446
N: -0.0571 -2.9339 0.0021
O: 0.6629 -2.6691 -1.1965
O: -0.7822 -1.8567 1.8267
O: 0.8102 2.9901 -0.4267
O: -0.9197 2.4954 -1.8123

Cartesian forces (eV/Å) of the 6 atoms listed first:
0.211 1.045 0.035
-2.555 -1.958 -1.250
0.807 -0.311 -0.181
1.185 1.788 -1.218
2.645 0.960 -2.403
1.980 0.606 2.112

# 4
# C10H11BrSi

One molecule with the formula C10H11BrSi (ωB97M-V/def2-TZVPD, OMol25).

The value obtained for the energy is -3250.99473 Ha. The calculation puts the largest force on an atom at 5.588 eV Å⁻¹. The HOMO energy (alpha / beta) comes out at -0.20144 / -0.34339 Eh. As for the spin multiplicity: 3. Its net charge is 0.

Element x y z (Å)
C: -1.3832 0.6383 3.9768
C: -0.9245 1.7827 3.4230
C: -1.7685 -0.3402 3.0207
C: -0.6172 1.9146 2.0765
C: -1.4922 -0.2260 1.6024
C: -0.8144 0.9297 1.1915
C: 3.5217 0.1040 -4.4593
C: -0.5813 1.1075 -0.3617
C: 2.9841 -0.2852 -3.2971
C: 0.7583 0.5698 -1.0039
Si: 1.2340 0.0765 -2.6798
Br: -0.1252 0.3295 -4.4153
H: -1.6220 0.6638 4.9955
H: -0.9060 2.5977 4.0629
H: -2.4061 -1.0874 3.3500
H: -0.3150 2.8412 1.6613
H: -1.8134 -0.8850 0.9025
H: 4.5755 0.0572 -4.7090
H: 2.9256 0.5558 -5.3052
H: -0.5231 2.1772 -0.5526
H: -1.5466 0.5955 -0.7415
H: 3.7426 -0.6476 -2.6277
H: 1.6350 0.5858 -0.3726

Cartesian forces (eV/Å) of the 6 atoms listed first:
-0.738 -1.206 -3.131
0.630 0.317 -0.748
1.002 1.082 -1.633
0.234 1.157 0.941
1.059 2.521 4.873
-0.186 -2.135 -2.723

# 5
# C3H3FIN2P

One molecule with the formula C3H3FIN2P (ωB97M-V/def2-TZVPD, OMol25).

The value obtained for the energy is -964.44638 Ha. The calculation puts the largest force on an atom at 4.914 eV Å⁻¹. The HOMO energy (alpha / beta) comes out at -0.30375 / -0.30380 Eh. Its energy relative to the best compared isomer or geometry (same formula, charge and spin) is 30.3 kcal/mol. Its net charge is 0.

Element x y z (Å)
C: -0.5949 0.9278 1.2651
C: 0.3795 0.5351 0.4235
C: -0.9174 -1.2144 0.9267
N: -1.4159 -0.0901 1.5570
N: 0.1458 -0.8399 0.2364
F: 1.9281 1.0600 -2.7462
P: 0.4685 0.3902 -2.8613
I: 0.7968 -1.5540 -1.6744
H: -0.6458 1.9704 1.6950
H: 1.1968 0.9637 -0.0621
H: -1.3416 -2.1490 1.2403

Cartesian forces (eV/Å) of the 6 atoms listed first:
0.307 2.218 0.410
-0.652 -2.440 -0.007
-2.058 3.788 2.360
-0.267 -2.497 0.379
1.787 0.305 -0.586
0.137 0.182 0.099

# 6
# ClH10NaO5

ClH10NaO5 as an isolated structure (ωB97M-V/def2-TZVPD, OMol25).

The value obtained for the energy is -1004.46596 Ha. The calculation puts the largest force on an atom at 0.758 eV Å⁻¹. The HOMO energy (alpha / beta) comes out at -0.53069 / -0.53065 Eh. As for the spin multiplicity: 2. Its net charge is +1.

Element x y z (Å)
Na: -0.4360 0.5899 -1.0055
Cl: -3.2048 -0.0411 -1.0571
O: -0.1610 -2.7445 -1.3773
H: 0.4211 -3.3974 -0.9886
H: -0.6219 -2.3598 -0.6318
O: -1.0509 1.3381 1.2181
H: -1.9672 1.6148 1.2175
H: -0.6211 1.9324 1.8332
O: 1.9442 -0.3848 -0.2850
H: 2.5576 0.2286 0.1198
H: 2.1096 -1.2170 0.1581
O: 1.2228 2.5326 -1.0034
H: 1.4118 3.4444 -1.2251
H: 2.0117 2.2258 -0.5564
O: -0.9631 -1.5602 1.1819
H: -0.7349 -0.6368 1.2891
H: -1.9178 -1.5649 1.1125

Cartesian forces (eV/Å) of the 6 atoms listed first:
0.749 0.023 0.020
-0.087 -0.038 -0.082
-0.021 0.374 -0.541
0.122 -0.251 0.026
-0.050 -0.093 0.605
0.094 -0.218 -0.421

# 7
# C5H13N2

An isolated ion of composition C5H13N2 and charge +1 (ωB97M-V/def2-TZVPD, OMol25).

The value obtained for the energy is -307.55220 Ha. As for the SMILES: CC(C)(C)/[NH+]=C/N. The calculation puts the largest force on an atom at 4.282 eV Å⁻¹. The HOMO energy comes out at -0.54541 Eh. Its energy relative to the best compared isomer or geometry (same formula, charge and spin) is 43.6 kcal/mol. Its net charge is +1.

Element x y z (Å)
C: 1.9002 -0.0125 -0.4639
C: -0.5215 1.0388 1.3192
C: -1.8836 0.0190 -0.8008
C: -0.3778 -1.4209 0.7021
C: -0.6975 -0.0468 0.1530
N: 2.9939 0.4902 -0.9308
N: 0.7010 0.3836 -0.7786
H: 2.1286 -0.6991 0.3942
H: 0.4030 0.8348 1.8961
H: -0.3372 1.9737 0.8571
H: -1.5221 0.9838 1.7463
H: -1.6495 -0.6421 -1.7074
H: -2.0023 0.9655 -1.1802
H: -2.8162 -0.3304 -0.3584
H: 0.5270 -1.3326 1.2256
H: -1.2695 -1.6602 1.2514
H: -0.0880 -2.1197 -0.0439
H: 3.8374 0.1262 -0.6420
H: 2.9454 1.0699 -1.8132
H: 0.5973 1.1210 -1.4027

Cartesian forces (eV/Å) of the 6 atoms listed first:
-1.091 -0.293 2.024
-0.694 -2.068 -1.973
1.458 -2.706 -0.488
-0.503 1.363 -1.129
3.189 1.228 -0.181
-0.854 2.312 -3.502

# 8
# C16H24Cl2N4O10

A 5-piece molecular cluster, C16H24Cl2N4O10 overall (ωB97M-V/def2-TZVPD, OMol25).

The value obtained for the energy is -2515.05840 Ha. As for the SMILES: C=CCC1=C([C@@H](Cl)[C@@H](C)Cl)C(=O)C=CC1=O.C[N+](=O)[O-].C[N+](=O)[O-].C[N+](=O)[O-].C[N+](=O)[O-]. The calculation puts the largest force on an atom at 8.605 eV Å⁻¹. The HOMO energy comes out at -0.27063 Eh. Its net charge is 0.

Element x y z (Å)
C: 2.9962 2.7334 1.8456
C: 2.1616 2.1924 0.6992
C: 1.6440 3.2229 -0.4610
C: 0.1590 3.8442 -0.2680
C: -1.0243 2.9806 -0.4171
C: -1.1684 1.4087 -0.7185
Cl: 0.1371 0.4740 -1.5782
C: -1.7192 0.7036 0.6994
C: -1.9382 -0.9217 0.5653
Cl: -0.7727 1.2139 2.2028
C: -2.4808 3.7765 -0.1641
O: -3.6510 3.2748 -0.6376
C: -2.5860 5.1609 0.7082
C: -1.3478 6.0018 0.8733
C: 0.0028 5.4571 0.1032
O: 0.9605 6.3640 -0.2096
H: 2.6183 2.8067 2.9537
H: 4.1235 3.0395 1.6022
H: 1.9925 1.0270 0.7135
H: 2.4011 4.1474 -0.4382
H: 1.8374 2.7342 -1.5343
H: -2.1302 1.3099 -1.4279
H: -2.8139 1.1625 0.8313
H: -2.7455 -1.2390 -0.2318
H: -2.3801 -1.2767 1.6158
H: -0.8922 -1.4305 0.4183
H: -3.6194 5.4890 1.1921
H: -1.3989 6.9884 1.5277
C: -1.4479 -5.1868 1.3162
N: -1.4512 -4.1713 0.2288
O: -0.3684 -3.6497 -0.0618
O: -2.5407 -3.9267 -0.3025
H: -0.4283 -5.3007 1.6901
H: -2.1103 -4.8262 2.1058
H: -1.8100 -6.1254 0.8917
C: -3.3900 -0.8739 4.5278
N: -3.7577 -2.3016 4.3276
O: -4.2680 -2.8944 5.2854
O: -3.5238 -2.7870 3.2146
H: -3.6508 -0.5815 5.5471
H: -2.3141 -0.7847 4.3643
H: -3.9525 -0.2838 3.8015
C: 3.4664 -0.9349 -1.9039
N: 4.5240 -0.0968 -1.2772
O: 4.2100 1.0498 -0.9370
O: 5.6394 -0.6137 -1.1443
H: 2.5421 -0.3559 -1.9570
H: 3.8101 -1.2055 -2.9043
H: 3.3321 -1.8190 -1.2773
C: 2.2664 -3.9349 -5.4182
N: 3.3240 -3.0968 -4.7914
O: 3.0100 -1.9502 -4.4513
O: 4.4394 -3.6137 -4.6586
H: 1.3421 -3.3559 -5.4713
H: 2.6101 -4.2055 -6.4186
H: 2.1321 -4.8190 -4.7916

Cartesian forces (eV/Å) of the 6 atoms listed first:
-0.747 -0.627 -2.255
1.179 1.353 2.528
2.742 0.228 -1.016
-2.147 -2.286 -0.091
1.410 3.552 0.738
-2.893 0.714 0.864